DFT (ωB97M-V with the def2-TZVPD basis set) results for a molecular structure, C34H49Ge2N4O2V.

Results
Charge: +1
HOMO energy (alpha / beta) in Ha: -0.324 / -0.373
Energy in a.u.: -6792.1081
Orbital gap (alpha / beta) in eV: 5.78 / 7.12
Multiplicity: 4
Expectation value of S²: 3.7666
Molar mass in u: 741.96
Energy above the lowest of the compared OMol25 structures with the same formula, charge and spin in kcal/mol: 27.7

Last column: Mulliken spin population.
Geometry (Å):
V -0.3596 0.9981 -1.8450  2.65
O -0.1684 -0.8050 -2.4654  -0.17
C 0.2330 -1.2692 -3.6359  0.01
C 0.2819 -2.6561 -3.8494  -0.01
C 0.6892 -3.1728 -5.0624  0.02
C 1.0751 -2.3288 -6.1110  -0.01
C 1.0713 -0.9702 -5.8973  0.01
C 0.6733 -0.4154 -4.6717  0.07
C 0.8764 1.0170 -4.5023  0.10
N 0.6459 1.6730 -3.4204  -0.01
C 1.0425 3.1018 -3.3378  0.05
C 1.1749 3.4297 -1.8448  0.07
N -0.0693 2.9287 -1.2463  -0.15
C -0.8982 3.7363 -0.7072  0.08
C -2.2511 3.3325 -0.3484  -0.02
C -2.9667 4.0928 0.5832  0.01
C -4.2743 3.7997 0.9000  0.00
C -4.9010 2.7516 0.2180  0.01
C -4.2310 2.0075 -0.7326  0.01
C -2.8768 2.2520 -1.0291  0.04
O -2.2545 1.5058 -1.9101  0.07
H 0.0002 -3.3094 -3.0309  0.00
H 0.7205 -4.2467 -5.2013  0.00
H 1.3904 -2.7352 -7.0617  0.00
H 1.3974 -0.2982 -6.6846  0.00
H 1.3139 1.5452 -5.3503  0.01
H 0.2579 3.7262 -3.7652  -0.01
H 1.9734 3.2841 -3.8750  0.00
H 1.3203 4.4959 -1.6628  0.01
H 2.0201 2.8789 -1.4288  -0.01
H -0.6046 4.7749 -0.5343  0.00
H -2.4658 4.9245 1.0695  0.00
H -4.8118 4.3806 1.6362  0.00
H -5.9424 2.5323 0.4227  0.00
H -4.7451 1.2349 -1.2936  0.00
C 1.5160 -3.7070 -0.0336  0.00
C 0.5725 -2.5027 0.0675  0.03
Ge 1.5280 -0.7862 -0.0588  0.04
C 2.8202 -0.7429 -1.5069  0.01
C 4.1472 -1.3831 -1.0883  0.00
C 2.4970 -0.9504 1.6401  0.03
C 1.7722 -0.3872 2.6182  0.09
Ge 0.5526 0.7870 1.6519  -0.06
C 1.4489 2.5106 1.7627  0.01
C 1.4892 3.0693 3.1898  0.00
C -1.2570 0.8672 2.3356  0.01
C -1.7738 -0.4594 2.9098  0.00
C 2.0008 -0.5254 4.0894  -0.01
C 1.1947 0.1324 5.0141  0.00
C 1.3965 -0.0086 6.3824  0.00
C 2.4213 -0.8156 6.8507  0.00
C 3.2414 -1.4765 5.9416  0.00
C 3.0294 -1.3330 4.5810  0.00
H 1.0023 -4.6486 0.1768  0.00
H 2.3429 -3.6318 0.6750  0.00
H 1.9475 -3.7868 -1.0347  0.00
H 0.0899 -2.4862 1.0528  -0.01
H -0.1954 -2.5670 -0.7114  0.00
H 2.9855 0.2975 -1.7984  0.02
H 2.3898 -1.2415 -2.3744  0.00
H 4.5604 -0.9210 -0.1922  0.00
H 4.8874 -1.2690 -1.8829  0.00
H 4.0437 -2.4502 -0.8895  0.00
H 3.3973 -1.5407 1.8294  0.00
H 0.9843 3.2316 1.0922  0.00
H 2.4625 2.3355 1.3940  0.00
H 0.4885 3.2062 3.6073  0.00
H 1.9755 4.0465 3.2019  0.00
H 2.0441 2.4237 3.8707  0.00
H -1.9149 1.2552 1.5520  0.00
H -1.2430 1.6378 3.1119  0.00
H -1.7299 -1.2722 2.1793  0.00
H -2.8101 -0.3745 3.2479  0.00
H -1.1795 -0.7924 3.7608  0.00
H 0.4012 0.7833 4.6636  0.00
H 0.7562 0.5184 7.0782  0.00
H 2.5856 -0.9287 7.9145  0.00
H 4.0488 -2.1054 6.2954  0.00
H 3.6765 -1.8565 3.8883  0.00
N -3.3390 -3.5097 -0.3604  0.00
C -3.9825 -2.3975 -1.1655  0.00
C -2.9007 -1.3989 -1.5160  0.01
N -2.2411 -0.8338 -0.3721  0.01
H -4.0071 -4.1901 0.0003  0.00
H -2.8445 -3.0765 0.4285  0.00
H -2.6377 -4.0045 -0.9157  0.00
H -4.7362 -1.9624 -0.5105  0.00
H -4.4616 -2.8477 -2.0327  0.00
H -3.3354 -0.6040 -2.1245  0.00
H -2.1370 -1.8743 -2.1391  0.00
H -1.5149 -1.3734 0.0673  -0.02
H -2.7933 -0.2763 0.2608  0.00